(1)
C7H32O9 | ωB97M-V/def2-TZVPD

Results
Gap between HOMO and LUMO = 8.4776 eV
ΔE to the lowest compared entry with this formula, charge and spin = 12.568 eV
Highest occupied orbital energy = -8.9 eV

Structure (ORCA input):
```
! RIJCOSX wB97M-V def2-TZVPD def2/J DEFGRID3
* xyz 0 1
O -28.8222 26.5114 20.8427
O -31.8344 23.9891 20.8813
O -28.7458 25.2622 23.9154
O -30.0342 27.8011 24.2499
O -32.3239 22.6324 23.2585
O -32.5900 27.4888 21.4663
O -33.6634 24.8621 25.3562
O -31.1885 25.9059 26.3315
O -30.9015 25.9378 22.6909
C -34.3529 25.4993 24.3892
C -32.9798 28.5670 22.2509
C -31.2702 26.3432 27.6888
C -29.3021 27.1947 19.7518
C -29.3608 28.7905 23.6603
C -33.4398 21.8135 23.1517
C -32.9621 24.1652 20.0228
H -33.6702 25.5134 23.5057
H -32.2175 29.2945 22.5700
H -29.5663 26.4005 19.0720
H -33.6391 23.8097 20.7049
H -30.1425 26.2400 27.9797
H -33.9995 21.8798 22.1245
H -33.7292 29.1683 21.7145
H -29.4341 26.3354 21.6108
H -34.1323 22.3745 23.7782
H -35.3066 25.0333 23.8597
H -29.5075 25.5242 23.3747
H -33.3030 27.9154 23.0647
H -29.1789 24.6089 24.4386
H -32.0282 26.9521 21.7035
H -31.7871 27.3130 27.9273
H -33.1387 25.1396 19.6173
H -33.3504 20.9247 23.1874
H -28.5826 25.9700 24.5559
H -32.9380 25.3318 25.4957
H -28.5726 27.6263 19.2364
H -34.9050 26.7421 24.5258
H -30.2864 27.8615 20.2066
H -31.5838 25.6773 23.4058
H -28.2279 28.8443 23.7113
H -29.4555 29.7300 24.0698
H -33.0124 23.4722 19.2456
H -31.6884 24.9876 21.2445
H -29.5586 28.8650 22.4476
H -32.4192 23.5364 22.6306
H -30.3765 27.4665 23.5259
H -30.8048 26.8639 26.0100
H -31.8782 25.6548 28.2251
*
```

=====

(2)
C7H37NO12 | ωB97M-V/def2-TZVPD

Results
Gap between HOMO and LUMO = 8.7016 eV
ΔE to the lowest compared entry with this formula, charge and spin = 3.911 eV
Highest occupied orbital energy = -8.5 eV

Structure (ORCA input):
```
! RIJCOSX wB97M-V def2-TZVPD def2/J DEFGRID3
* xyz 0 1
O -1.6820 -1.3450 -1.5730
O 0.6333 0.6434 -3.7947
O 2.0162 -1.5006 -2.4895
O 3.9175 0.5780 0.7306
O 3.2449 0.7508 -2.8452
O 0.5047 -2.8230 -0.2917
O -3.7253 -0.3426 -0.3791
O -3.2170 1.3557 1.4740
O 2.3681 -1.4148 1.5376
O 2.6254 2.2886 -0.8965
O -1.8035 1.3027 -3.0780
O -1.9652 -3.4377 0.1366
N -0.5916 -2.2695 2.8507
C 0.0479 0.5072 1.2157
C -0.3423 -1.3787 3.9784
C -0.4941 2.5446 -0.0714
C -0.5493 1.2065 0.0793
C -1.2325 3.4420 -0.9912
C 0.3943 -0.0714 3.6456
C -0.0929 0.8225 2.5167
H -2.9949 2.2795 1.3752
H -1.9527 3.9345 -0.3380
H -0.6292 4.2303 -1.4596
H -1.0341 -1.9090 2.0118
H -0.0751 -3.3385 0.2774
H -0.1152 -2.6138 -1.0066
H 1.7233 2.2350 -0.4885
H -1.3462 -1.3666 4.4675
H 0.4282 -0.5240 1.0483
H 3.2230 1.6921 -0.3627
H 0.1562 3.0684 0.5912
H 1.8237 -1.2407 0.7582
H 1.5038 1.0650 -3.7136
H 3.4252 -0.2535 0.8127
H 2.8243 1.2716 -2.0701
H -1.7946 3.0133 -1.8228
H -0.4686 1.8070 2.8699
H 0.4317 -2.0041 4.5364
H -1.8046 -2.5110 -0.0968
H 2.7986 -2.2754 1.5603
H -2.0373 -3.8471 -0.7402
H 0.2376 -2.7527 2.5431
H -4.0885 -0.1729 0.5080
H 1.4612 -2.2820 -2.4312
H -3.4198 1.1588 2.3888
H 0.2655 0.8776 -4.6616
H 1.4470 -0.3315 3.4968
H 2.1445 -1.3510 -3.4643
H -1.0933 0.5964 -0.6367
H -3.3698 -1.2448 -0.3724
H -0.8247 1.3272 -3.0982
H -1.8117 -0.4781 -1.0810
H 0.3202 0.4469 4.6107
H -2.0211 1.0871 -4.0047
H 4.7586 0.4998 1.1772
H -2.1626 -1.2295 -2.4297
H 4.0146 0.2771 -2.5098
*
```

=====

(3)
C7H3BrCl3N2O3SiZn | ωB97M-V/def2-TZVPD

Results
Gap between HOMO and LUMO = 8.6352 eV
Highest occupied orbital energy = -6.1 eV

Structure (ORCA input):
```
! RIJCOSX wB97M-V def2-TZVPD def2/J DEFGRID3
* xyz -1 1
Br 1.3926 0.0213 -2.4087
Zn -0.3510 0.7982 0.6193
Cl -4.0592 0.4546 0.5991
Cl -2.7129 -0.0674 -2.2650
Cl -2.4103 -2.2711 0.0310
Si -2.2868 -0.2164 -0.2370
O 1.7947 -0.3772 3.7907
O 0.1180 0.3192 2.4881
O 1.1263 4.6662 -0.2841
N 1.6138 -0.0572 0.3077
N 0.2919 2.5189 0.1933
C 2.3530 -0.0106 -0.7799
C 4.3705 -0.0019 0.4546
C 3.6044 -0.0372 1.6061
C 2.2214 -0.0596 1.4888
C 0.7059 3.5965 -0.0340
C 1.2964 -0.0437 2.7282
C 3.7367 0.0148 -0.7790
H 4.0357 -0.0309 2.5940
H 4.2895 0.0556 -1.7039
H 5.4494 0.0126 0.5046
*
```

=====

(4)
C7H3Cl3O6Ru | ωB97M-V/def2-TZVPD

Results
Gap between HOMO and LUMO (alpha / beta) = 7.1357 / 6.2243 eV
ΔE to the lowest compared entry with this formula, charge and spin = 1.608 eV
Highest occupied orbital energy (alpha / beta) = -16.7 / -17.8 eV
⟨S²⟩ = 6.042

Structure (ORCA input):
```
! RIJCOSX wB97M-V def2-TZVPD def2/J DEFGRID3
* xyz 2 5
Ru 2.9887 1.7755 -0.3245
Cl -2.5646 1.5988 2.9991
Cl 4.2600 0.5217 -2.5410
Cl -4.1680 -2.6539 0.1727
O 2.5102 3.2437 -0.8515
O 1.2036 0.4629 -0.3848
O 3.6752 -0.8143 -2.4768
O 5.6789 0.6912 -2.3003
O -0.2190 1.3391 1.2879
O 3.8870 1.1941 0.9068
C -3.2626 -0.5289 1.5140
C -0.8686 -0.5107 0.0123
C -1.0912 0.4703 1.0456
C 0.3938 -0.4063 -0.6897
C -3.0291 -1.4779 0.5076
C -1.8203 -1.4602 -0.2469
C -2.3347 0.4404 1.8034
H -1.6697 -2.2063 -1.0188
H 0.6192 -1.1210 -1.4908
H -4.1887 -0.5581 2.0756
*
```

=====

(5)
C7H3Cl4NO3 | ωB97M-V/def2-TZVPD

Results
Gap between HOMO and LUMO (alpha / beta) = 9.1032 / 5.2986 eV
Highest occupied orbital energy (alpha / beta) = -9.3 / -7.5 eV

Structure (ORCA input):
```
! RIJCOSX wB97M-V def2-TZVPD def2/J DEFGRID3
* xyz 0 1
Cl 3.8704 -0.5708 3.0052
Cl 3.0906 2.1849 1.3567
Cl 0.2447 3.1847 1.6273
Cl 5.6266 -1.2244 0.8468
O 1.1637 -1.1957 4.6334
O 3.2305 -0.8068 0.3753
O 0.5331 -0.4168 2.6976
N 0.4619 -1.1425 3.6590
C 1.8046 1.1204 0.9505
C -0.5112 0.9326 0.4708
C -0.3359 -0.2648 -0.2785
C 1.9881 -0.1859 0.3478
C 0.9595 -0.8616 -0.2576
C 4.1183 -0.6212 1.3633
C 0.5127 1.6205 1.0363
H -1.5368 1.2234 0.7362
H 1.1001 -1.9361 -0.6700
H -1.2902 -0.8375 -0.6209
*
```

=====

(6)
C7H42NO13 | ωB97M-V/def2-TZVPD

Results
Gap between HOMO and LUMO = 9.5025 eV
ΔE to the lowest compared entry with this formula, charge and spin = 5.029 eV
Highest occupied orbital energy = -12.0 eV

Structure (ORCA input):
```
! RIJCOSX wB97M-V def2-TZVPD def2/J DEFGRID3
* xyz 1 1
O -0.3079 0.0848 5.1799
O -0.6883 1.5408 -2.1522
O 1.3629 -3.0732 1.2479
O -3.3501 -3.1177 1.0343
O -1.3169 -3.8126 -0.6949
O 1.1118 -3.6712 -1.4569
O 3.2690 3.1093 -0.5116
O -2.5837 -0.5795 -2.6145
O 2.1311 1.8297 -3.1117
O -2.1941 -2.5687 3.2976
O -3.3547 0.3090 0.0948
O -0.1005 3.8929 -1.6448
O 0.5498 -0.1166 -4.2845
N 1.1425 -0.0014 -1.2122
C 0.0217 2.4903 1.1866
C -0.1235 0.2956 2.3917
C 0.6623 1.4142 1.6861
C -1.4722 2.5055 1.1380
C 1.9433 -0.5885 -0.1181
C 2.8923 0.4283 0.5986
C 2.1229 1.2706 1.6222
H -4.2683 0.0081 0.0634
H -4.2225 -3.1094 0.6432
H -1.8186 3.2404 1.9111
H 0.5604 -0.3074 2.9799
H 1.6933 -4.3657 -1.8197
H 1.3674 -1.0639 0.7122
H -0.6361 3.9533 -0.8346
H 3.4838 1.0607 -0.0362
H -3.2339 -3.0334 2.0052
H -1.9844 1.5735 1.3499
H 0.0466 0.9666 5.0496
H 0.7130 4.2406 -1.2529
H 3.5915 4.0087 -0.6905
H -2.4033 -0.7338 -1.6713
H 0.3311 -4.2491 -1.5529
H 0.8772 -3.4339 0.4848
H -0.8530 2.2381 -1.4697
H 1.5102 2.4374 -3.5247
H -2.8632 -0.1394 0.7914
H 1.7608 0.3122 -1.9891
H -2.0052 2.8925 0.2571
H -0.6270 -0.3912 1.7231
H 2.5457 3.1302 -1.1543
H 0.4268 -0.5923 -1.6498
H 0.4240 -0.7819 -4.9816
H 0.5182 3.4110 0.9271
H 2.4246 0.7964 2.5893
H -0.3832 0.1399 -4.2192
H 0.6001 0.7807 -0.8237
H -1.7717 -4.2439 0.0259
H -2.5044 0.4008 -2.5648
H 0.3815 -0.5100 5.4949
H -2.3730 -2.0012 4.0738
H -1.2881 2.0717 -2.7194
H 2.6635 2.2229 1.7256
H -0.8894 0.6962 3.0584
H 2.5272 -1.4344 -0.5193
H 2.2516 -3.4169 1.0984
H 2.3337 1.2046 -3.8177
H 3.6726 -0.1713 1.0777
H -1.4510 -1.9708 3.0779
H -1.6940 -3.0445 -1.1196
*
```

=====

Number 1: DFT total energy -26192.5337 eV. Number 2: DFT total energy -33917.2091 eV. Number 3: DFT total energy -180345.4531 eV. Number 4: DFT total energy -59710.9095 eV. Number 5: DFT total energy -65023.4799 eV. Number 6: DFT total energy -36040.6737 eV.